i:
Here is a single C16H23NO3 molecule from the Open Molecules 2025 dataset. Energies are from ωB97M-V with the def2-TZVPD basis set.

Structure (XYZ):
```
43
Properties=species:S:1:pos:R:3
C 1.810 -0.412 -1.397
C 1.841 0.345 -0.074
C 2.449 -0.472 1.069
C 1.524 -1.558 1.625
H 2.112 -2.214 2.269
H 1.167 -2.178 0.800
C 0.332 -1.001 2.427
H 0.315 0.089 2.336
C 0.431 -1.344 3.918
C 1.598 -0.649 4.609
H 2.549 -0.949 4.177
H 1.503 0.431 4.514
H 1.611 -0.899 5.667
H 0.527 -2.427 4.034
H -0.496 -1.040 4.409
C -1.012 -1.512 1.878
N -1.255 -1.086 0.520
C -1.836 0.109 0.244
O -2.341 0.813 1.096
C -1.804 0.492 -1.202
C -1.860 -0.446 -2.224
C -1.820 -0.068 -3.563
C -1.715 1.275 -3.833
C -1.672 2.225 -2.808
C -1.723 1.860 -1.488
H -1.704 2.582 -0.690
O -1.575 3.476 -3.357
C -1.574 3.288 -4.755
O -1.647 1.907 -5.043
H -0.648 3.704 -5.183
H -2.441 3.804 -5.198
H -1.870 -0.793 -4.358
H -1.969 -1.495 -1.990
H -0.703 -1.518 -0.203
H -1.827 -1.106 2.481
H -1.048 -2.605 1.916
H 2.719 0.204 1.883
H 3.370 -0.939 0.712
H 2.436 1.251 -0.211
H 0.831 0.660 0.192
H 1.283 -1.359 -1.305
H 2.822 -0.626 -1.735
H 1.308 0.178 -2.161
```

For the LUMO energy, the calculation gives 0.78 eV. For the HOMO-LUMO gap, the calculation gives 0.3360 Eh.

Here are the natural (NBO) charges for atoms 1 to 2, given in e: -0.61 -0.40

ii:
Here is a single C16H23NO3 molecule from the Open Molecules 2025 dataset. Energies are from ωB97M-V with the def2-TZVPD basis set.

Structure (XYZ):
```
43
Properties=species:S:1:pos:R:3
C 5.219 1.975 1.041
H 5.962 1.135 0.640
O 4.267 2.269 0.027
C 3.272 1.137 -0.169
C 3.276 -0.239 0.345
C 2.238 -1.124 0.288
C 1.175 -0.890 -0.496
C 1.229 0.483 -1.451
C 2.155 1.443 -1.170
H 2.242 2.319 -1.600
H 0.435 0.854 -2.055
C 0.106 -1.680 -1.078
O 0.434 -2.890 -1.831
C -1.115 -1.494 -0.260
C -1.838 -0.299 -0.862
N -3.212 -0.264 -0.005
C -3.007 -0.292 1.362
C -2.416 -1.446 1.936
C -0.895 -1.467 1.165
H -0.586 -2.463 1.689
H -0.390 -0.757 1.439
H -2.413 -1.230 3.096
H -3.010 -2.136 1.664
H -4.112 0.015 1.898
H -2.444 0.917 1.383
C -3.995 0.692 -0.774
H -4.098 0.220 -1.826
C -3.756 2.344 -0.675
O -4.409 2.730 0.633
H -3.901 2.310 1.366
H -2.700 2.476 -0.757
H -4.308 2.682 -1.596
H -5.037 0.517 -0.319
H -1.966 -0.401 -1.843
H -1.233 0.508 -0.431
H -1.734 -2.217 -0.557
C 2.418 -2.349 0.774
H 3.430 -2.642 1.293
H 1.969 -2.231 1.972
H 1.727 -2.998 0.508
H 4.112 -0.371 1.366
H 5.606 2.971 1.183
H 4.706 1.749 2.002
```

For the LUMO energy, the calculation gives -0.39 eV. For the HOMO-LUMO gap, the calculation gives 0.2901 Eh.

Here are the natural (NBO) charges for atoms 1 to 2, given in e: -0.26 0.19

In terms of stability, i leads; the second structure lies 14.732 eV higher.

i:
Here is a single C2H2N2O2S molecule from the Open Molecules 2025 dataset. Energies are from ωB97M-V with the def2-TZVPD basis set.

Structure (XYZ):
```
9
Properties=species:S:1:pos:R:3
C -0.851 0.976 -1.457
C -0.227 -0.732 0.635
N -0.392 1.149 -2.478
N 1.019 0.016 0.675
O 1.364 0.422 1.749
O 1.666 0.220 -0.342
S -1.635 0.654 -0.042
H -0.400 -1.420 -0.200
H -0.544 -1.285 1.461
```

For the LUMO energy, the calculation gives -1.47 eV. For the HOMO-LUMO gap, the calculation gives 0.3342 Eh.

Here are the natural (NBO) charges for atoms 1 to 2, given in e: -0.02 -0.30

ii:
Here is 2 unconnected molecules or ions with the total composition C2H2N2O2S from the Open Molecules 2025 dataset. Energies are from ωB97M-V with the def2-TZVPD basis set.

Structure (XYZ):
```
9
Properties=species:S:1:pos:R:3
C -0.759 -1.001 -0.897
C 0.223 0.028 -0.882
N -1.461 -1.907 -0.884
N -0.511 0.873 0.975
O -1.506 1.537 0.960
O 0.409 0.744 1.767
S 1.797 -0.236 -0.252
H 0.359 0.799 -1.729
H 1.448 -0.838 0.943
```

For the LUMO energy, the calculation gives -1.56 eV. For the HOMO-LUMO gap, the calculation gives 0.2941 Eh.

Here are the natural (NBO) charges for atoms 1 to 2, given in e: 0.20 -0.44

iii:
Here is a single C2H2N2O2S molecule from the Open Molecules 2025 dataset. Energies are from ωB97M-V with the def2-TZVPD basis set.

Structure (XYZ):
```
9
Properties=species:S:1:pos:R:3
C -0.288 0.456 -0.528
C -1.571 0.198 -0.693
N 0.783 0.878 -0.087
N 1.970 0.010 0.216
O 3.052 0.539 0.146
O 1.668 -0.980 0.807
S -2.422 -0.763 0.523
H -1.928 0.413 -1.626
H -1.265 -0.750 1.242
```

For the LUMO energy, the calculation gives -0.43 eV. For the HOMO-LUMO gap, the calculation gives 0.3158 Eh.

Here are the natural (NBO) charges for atoms 1 to 2, given in e: 0.36 -0.47

iv:
Here is a single C2H2N2O2S molecule from the Open Molecules 2025 dataset. Energies are from ωB97M-V with the def2-TZVPD basis set.

Structure (XYZ):
```
9
Properties=species:S:1:pos:R:3
C 1.235 0.929 1.095
C 0.633 -0.141 0.246
N 1.709 1.809 1.611
N -0.127 -1.086 1.172
O 0.487 -2.063 1.562
O -1.325 -1.016 1.316
S -0.559 0.488 -0.988
H 1.500 -0.499 -0.292
H -1.366 0.505 -0.023
```

For the LUMO energy, the calculation gives -0.87 eV. For the HOMO-LUMO gap, the calculation gives 0.3596 Eh.

Here are the natural (NBO) charges for atoms 1 to 2, given in e: 0.23 -0.34

In terms of stability, iv leads; the second structure lies 0.271 eV higher.

i:
Here is 2 unconnected molecules or ions with the total composition C2H2N2O2S from the Open Molecules 2025 dataset. Energies are from ωB97M-V with the def2-TZVPD basis set.

Structure (XYZ):
```
9
Properties=species:S:1:pos:R:3
C 1.360 -0.638 -0.331
C 0.027 -0.509 -0.561
N 2.465 -0.765 -0.052
N -0.908 0.143 1.303
O -0.883 -0.526 2.253
O -1.106 1.272 1.086
S -0.541 0.633 -1.749
H -0.340 -1.446 -0.628
H -0.074 1.835 -1.321
```

For the LUMO energy (alpha / beta), the calculation gives -1.64 / -1.56 eV. For the HOMO-LUMO gap (alpha / beta), the calculation gives 0.2946 / 0.2883 Eh.

Here are the natural (NBO) charges for atoms 1 to 2, given in e: 0.19 -0.44

ii:
Here is 2 unconnected molecules or ions with the total composition C2H2N2O2S from the Open Molecules 2025 dataset. Energies are from ωB97M-V with the def2-TZVPD basis set.

Structure (XYZ):
```
9
Properties=species:S:1:pos:R:3
C 0.375 0.869 -2.292
C 0.570 -0.449 0.837
N 1.369 1.408 -2.644
N -0.653 -0.277 1.576
O -1.311 -1.324 1.720
O -1.012 0.858 1.788
S -0.854 -0.083 -1.854
H 0.910 0.500 0.319
H 0.607 -1.501 0.550
```

For the LUMO energy (alpha / beta), the calculation gives -2.47 / -3.90 eV. For the HOMO-LUMO gap (alpha / beta), the calculation gives 0.3071 / 0.2410 Eh.

Here are the natural (NBO) charges for atoms 1 to 2, given in e: -0.07 -0.12

iii:
Here is a molecular structure, C2H2N2O2S from the Open Molecules 2025 dataset. Energies are from ωB97M-V with the def2-TZVPD basis set.

Structure (XYZ):
```
9
Properties=species:S:1:pos:R:3
C 0.135 0.865 1.046
C 0.362 -0.423 0.564
N -0.720 1.645 0.436
N -0.477 -0.583 -0.523
O 1.063 -1.335 0.962
O -0.245 -1.336 -1.641
S -1.361 1.009 -0.868
H 0.604 1.211 1.888
H 0.640 -1.054 -1.865
```

For the LUMO energy, the calculation gives -0.55 eV. For the HOMO-LUMO gap, the calculation gives 0.3284 Eh.

Here are the natural (NBO) charges for atoms 1 to 2, given in e: -0.05 0.50

iv:
Here is a single C2H2N2O2S molecule from the Open Molecules 2025 dataset. Energies are from ωB97M-V with the def2-TZVPD basis set.

Structure (XYZ):
```
9
Properties=species:S:1:pos:R:3
C 1.060 -0.705 -0.032
C -1.131 -0.316 0.004
H 1.519 1.191 0.396
H -0.974 1.644 -0.326
N 0.860 0.657 -0.142
N -0.515 0.875 0.112
O 2.068 -1.337 -0.019
O -0.175 -1.259 0.036
S -2.712 -0.750 -0.027
```

For the LUMO energy, the calculation gives 0.41 eV. For the HOMO-LUMO gap, the calculation gives 0.3562 Eh.

Here are the natural (NBO) charges for atoms 1 to 2, given in e: 0.85 0.33

In terms of stability, iv leads; the second structure lies 2.574 eV higher.

i:
Here is a single C2H2N2O2S molecule from the Open Molecules 2025 dataset. Energies are from ωB97M-V with the def2-TZVPD basis set.

Structure (XYZ):
```
9
Properties=species:S:1:pos:R:3
C -1.025 1.171 0.294
C -1.189 -0.263 0.069
N -0.719 2.262 0.430
N 2.238 0.433 -1.263
O 2.365 -1.266 0.718
O 0.081 -0.851 0.227
S 1.697 -0.415 -0.215
H -1.932 -0.711 0.724
H -1.517 -0.359 -0.985
```

For the LUMO energy, the calculation gives -1.43 eV. For the HOMO-LUMO gap, the calculation gives 0.3620 Eh.

Here are the natural (NBO) charges for atoms 1 to 2, given in e: 0.22 -0.15

ii:
Here is a single C2H2N2O2S molecule from the Open Molecules 2025 dataset. Energies are from ωB97M-V with the def2-TZVPD basis set.

Structure (XYZ):
```
9
Properties=species:S:1:pos:R:3
C -0.653 0.479 -0.209
C 0.320 -0.672 -0.116
H 0.366 2.033 0.058
H 2.466 -0.163 1.020
N -1.883 -0.001 -0.247
N -0.422 -1.732 -0.091
O -0.509 1.716 -0.090
O -1.669 -1.278 -0.077
S 1.985 -0.383 -0.249
```

For the LUMO energy, the calculation gives 0.18 eV. For the HOMO-LUMO gap, the calculation gives 0.3699 Eh.

Here are the natural (NBO) charges for atoms 1 to 2, given in e: 0.41 -0.18

iii:
Here is a single C2H2N2O2S molecule from the Open Molecules 2025 dataset. Energies are from ωB97M-V with the def2-TZVPD basis set.

Structure (XYZ):
```
9
Properties=species:S:1:pos:R:3
C -1.093 -0.688 0.019
C 1.166 -0.414 -0.088
H -1.537 1.246 -0.310
H 0.998 1.573 0.430
N -0.820 0.669 0.118
N 0.556 0.870 -0.150
O -2.151 -1.223 -0.016
O 0.149 -1.327 -0.015
S 2.731 -0.707 0.014
```

For the LUMO energy, the calculation gives 0.25 eV. For the HOMO-LUMO gap, the calculation gives 0.3610 Eh.

Here are the natural (NBO) charges for atoms 1 to 2, given in e: 0.86 0.30

In terms of stability, iii leads; the second structure lies 3.076 eV higher.

i:
Here is a single C4H2N2O molecule from the Open Molecules 2025 dataset. Energies are from ωB97M-V with the def2-TZVPD basis set.

Structure (XYZ):
```
9
Properties=species:S:1:pos:R:3
C -2.170 -1.495 -0.066
C -3.289 0.667 0.114
C 0.090 -0.275 -0.365
C -1.163 -0.690 -0.217
N -3.488 -1.452 -0.021
N -4.053 -0.316 0.167
O -2.307 1.294 -0.074
H 0.166 0.853 -0.509
H 0.937 -0.838 -0.818
```

For the LUMO energy, the calculation gives -0.84 eV. For the HOMO-LUMO gap, the calculation gives 0.3051 Eh.

Here are the natural (NBO) charges for atoms 1 to 2, given in e: 0.14 0.89

ii:
Here is a single C4H2N2O molecule from the Open Molecules 2025 dataset. Energies are from ωB97M-V with the def2-TZVPD basis set.

Structure (XYZ):
```
9
Properties=species:S:1:pos:R:3
N -1.387 0.563 -0.131
C -0.849 -0.661 0.123
O -1.479 -1.694 0.219
C 0.601 -0.766 0.243
C 1.816 -0.973 0.190
C 2.581 0.268 -0.063
N 1.961 1.251 -0.084
H -0.862 1.424 -0.190
H -2.383 0.589 -0.307
```

For the LUMO energy, the calculation gives -0.64 eV. For the HOMO-LUMO gap, the calculation gives 0.3541 Eh.

Here are the natural (NBO) charges for atoms 1 to 2, given in e: -0.80 0.57

In terms of stability, ii leads; the second structure lies 1.225 eV higher.